No. 1
115
Properties=species:S:1:pos:R:3:forces:R:3 method="wB97M-V/def2-TZVPD" e_above_lowest_kcal_mol=0.0 lumo_energy_ev="-9.57 / -8.93" homo_energy_ha="-0.575 / -0.575" energy_ev=-129261.41715 homo_lumo_gap_ev="6.06 / 6.71" spin_multiplicity=2 charge=+3
V -0.0636 -0.4561 0.2743 0.4 0.4 -0.5
N 1.6435 -0.7015 2.8988 0.0 0.0 -0.1
P 0.4919 -1.8222 2.2934 0.0 -0.1 0.3
C -0.8318 -1.9509 3.4870 0.2 -0.1 0.0
C -0.5643 -1.8357 4.8489 0.0 0.0 -0.1
C -1.5799 -2.0713 5.7569 0.0 0.0 -0.1
C -2.8429 -2.4277 5.3114 0.0 0.0 -0.2
C -3.1061 -2.5403 3.9527 0.1 0.0 0.1
C -2.1004 -2.2963 3.0351 0.0 0.0 0.0
C 1.2959 -3.4389 2.2769 0.1 0.1 0.0
C 0.4659 -4.5525 2.1359 -0.1 0.0 0.1
C 0.9990 -5.8269 2.1871 0.0 0.1 0.0
C 2.3602 -6.0053 2.3890 0.0 0.0 0.0
C 3.1888 -4.9079 2.5486 -0.1 0.1 0.0
C 2.6623 -3.6254 2.4920 -0.2 -0.2 -0.2
P 1.2640 0.6878 1.9511 -0.3 -0.2 0.7
C 2.4230 1.9678 2.3926 0.2 -0.2 -0.2
C 3.4027 1.7199 3.3564 -0.1 0.0 -0.1
C 4.2415 2.7488 3.7503 -0.1 -0.1 -0.1
C 4.1111 4.0055 3.1883 -0.1 0.0 -0.1
C 3.1386 4.2486 2.2269 0.0 -0.1 0.0
C 2.2940 3.2320 1.8218 -0.1 0.1 0.0
C -0.3299 1.1473 2.7039 0.0 0.2 0.1
C -1.5468 0.8451 2.0921 0.0 -0.2 -0.2
C -2.7606 1.0714 2.7192 0.3 0.1 0.2
C -2.7565 1.6410 3.9911 -0.1 -0.1 -0.3
C -1.5599 1.9569 4.6127 0.2 -0.1 -0.1
C -0.3505 1.7085 3.9803 -0.1 0.0 -0.1
H 2.6042 -1.0120 2.8331 0.2 -0.1 0.2
H 0.4224 -1.5686 5.1947 0.1 0.0 0.0
H -1.3848 -1.9872 6.8099 0.0 0.0 0.3
H -3.6244 -2.6191 6.0250 -0.2 0.0 0.1
H -4.0893 -2.8159 3.6144 -0.2 -0.1 -0.1
H -2.3107 -2.3748 1.9726 0.0 0.0 0.0
H -0.6054 -4.4281 2.0306 0.0 0.0 0.0
H 0.3532 -6.6822 2.0891 -0.1 -0.2 0.0
H 2.7711 -6.9990 2.4373 0.1 -0.2 0.0
H 4.2413 -5.0461 2.7251 0.2 0.0 0.0
H 3.3452 -2.8057 2.6233 0.1 0.3 0.0
H 3.5038 0.7527 3.8223 0.0 -0.1 0.1
H 4.9920 2.5668 4.4984 0.2 0.0 0.2
H 4.7651 4.7994 3.5006 0.1 0.2 0.1
H 3.0419 5.2317 1.7993 0.0 0.2 -0.1
H 1.5262 3.4226 1.0833 0.0 0.0 0.0
H -1.6304 0.4416 1.0594 -0.4 0.3 0.3
H -3.6877 0.8234 2.2287 -0.1 0.0 -0.1
H -3.6913 1.8394 4.4932 -0.1 0.0 0.0
H -1.5684 2.3961 5.5951 0.0 0.1 0.2
H 0.5764 1.9541 4.4784 0.1 0.0 0.0
C -0.5506 2.3997 -5.7498 -0.1 0.3 0.0
N -0.1153 1.2683 -4.9514 -0.4 0.1 0.5
C 0.5665 0.2497 -5.7190 0.2 -0.3 0.0
P -0.8655 0.9123 -3.5407 -0.3 0.2 -0.4
O -0.2212 -0.2060 -2.8290 -0.2 0.1 -0.1
O -0.7556 2.2892 -2.6966 -0.3 -0.1 -0.1
P -0.0176 2.7050 -1.3505 0.2 0.2 0.1
O -0.0538 1.5542 -0.3462 -0.4 -0.3 -0.4
N -0.8012 4.0140 -0.7897 0.7 -0.6 -0.2
C -1.0316 5.1343 -1.6890 0.0 0.3 -0.2
C -1.5847 4.0798 0.4259 0.0 -0.1 0.4
N 1.4657 3.1156 -1.8728 -0.4 0.2 0.5
C 2.1653 2.2478 -2.7968 0.0 -0.5 -0.2
C 2.2410 4.2920 -1.5112 0.0 0.0 0.0
N -2.5128 0.7468 -3.6254 0.6 0.0 0.2
C -2.9394 -0.4025 -4.4134 0.0 -0.3 -0.1
C -3.4164 1.8704 -3.7831 -0.2 0.4 0.1
H 0.3213 2.8882 -6.1843 0.0 0.0 -0.1
H -1.0735 3.1241 -5.1298 0.0 0.1 0.0
H -1.2105 2.0815 -6.5579 0.0 0.0 -0.1
H 1.4752 0.6748 -6.1413 0.1 0.0 -0.1
H -0.0638 -0.1079 -6.5312 0.0 -0.1 -0.2
H 0.8299 -0.5785 -5.0695 0.0 0.1 -0.3
H -0.4274 5.0325 -2.5827 0.1 0.1 -0.2
H -0.7658 6.0670 -1.1886 0.0 0.0 0.0
H -2.0825 5.1736 -1.9761 -0.1 0.0 0.0
H -1.3386 3.2464 1.0761 0.0 0.0 0.1
H -2.6517 4.0598 0.1991 -0.1 0.0 0.0
H -1.3575 5.0131 0.9445 0.0 0.0 0.0
H 3.1579 2.0299 -2.4036 0.1 -0.1 0.0
H 2.2668 2.7354 -3.7677 0.0 -0.1 -0.1
H 1.6193 1.3060 -2.9229 0.3 0.2 0.0
H 1.6693 4.9578 -0.8832 -0.2 0.2 0.2
H 2.5255 4.8241 -2.4187 0.0 0.1 0.0
H 3.1465 3.9915 -0.9877 0.1 0.0 0.1
H -2.2483 -1.2317 -4.2690 0.0 -0.1 0.0
H -2.9926 -0.1608 -5.4767 0.0 0.0 -0.1
H -3.9293 -0.7135 -4.0834 0.0 0.0 0.0
H -3.0521 2.7325 -3.2282 -0.1 0.0 0.0
H -4.3932 1.5880 -3.3879 0.0 0.1 0.0
H -3.5388 2.1429 -4.8330 -0.1 0.1 -0.1
C 2.9654 -1.4901 -0.5494 -0.3 0.1 -0.2
Si 1.7267 -2.4610 -1.5691 0.0 0.2 -0.1
C 1.8450 -4.2925 -1.2778 -0.2 0.4 0.1
C 1.7462 -1.9941 -3.3620 0.3 -0.3 0.4
N 0.1509 -1.7713 -0.8301 0.3 -0.3 0.0
C -1.1811 -2.2539 -0.8197 0.3 0.2 0.0
C -1.4608 -3.5938 -0.5340 -0.2 -0.1 0.0
C -2.7722 -3.9849 -0.3808 0.1 0.1 0.0
C -3.8097 -3.0487 -0.4497 0.2 0.2 -0.1
C -3.5298 -1.7253 -0.7202 0.0 0.0 0.0
C -2.2105 -1.3150 -0.9432 -0.1 0.1 0.1
H 3.9560 -1.5828 -0.9845 0.2 0.0 -0.1
H 3.0350 -1.8616 0.4688 0.0 -0.1 0.2
H 2.7486 -0.4145 -0.5380 0.0 0.0 0.0
H 2.8319 -4.5705 -1.6287 0.4 -0.1 -0.1
H 1.1337 -4.8720 -1.8571 -0.1 -0.1 -0.1
H 1.7790 -4.5796 -0.2318 0.0 0.0 0.1
H 2.5257 -2.5642 -3.8558 0.3 -0.2 -0.1
H 1.9406 -0.9389 -3.4922 0.2 0.1 0.1
H 0.8071 -2.2144 -3.8495 -0.2 -0.2 0.0
H -0.6563 -4.3084 -0.4600 0.1 0.0 0.0
H -2.9997 -5.0233 -0.2000 0.0 -0.1 0.0
H -4.8270 -3.3703 -0.3235 -0.3 -0.1 0.0
H -4.3278 -1.0071 -0.8266 -0.1 0.1 0.0
H -2.0157 -0.3200 -1.3307 0.0 0.0 -0.1



No. 2
132
Properties=species:S:1:pos:R:3:forces:R:3 method="wB97M-V/def2-TZVPD" e_above_lowest_kcal_mol=0.0 lumo_energy_ev=1.84 homo_energy_ha=-0.207 energy_ev=-121991.62262 homo_lumo_gap_ev=7.47 spin_multiplicity=1 charge=-1
C -3.1490 -1.1290 1.2602 1.1 -0.5 0.1
C -1.6872 -1.6448 0.9716 -2.0 0.2 0.3
C -1.1179 -0.8084 -0.1622 0.5 0.2 -0.2
F -2.1106 -0.8528 -1.1803 0.2 -0.2 -0.1
P 0.6191 -1.2390 -0.8394 -2.5 1.3 -0.4
C 0.0800 -3.0370 -1.1045 0.6 -0.7 0.3
C 0.6489 -3.8477 -2.2949 -0.4 -0.8 0.0
C -0.4103 -4.8215 -2.9112 1.4 0.8 0.1
S -1.5470 -4.0292 -4.0464 -2.2 -0.9 -0.6
O -2.4739 -3.2325 -3.3160 0.8 1.2 0.5
O -2.2506 -5.0154 -4.8335 1.2 -0.7 -0.4
O -0.7311 -3.0903 -5.0674 0.1 -0.4 0.9
C 0.2273 -0.7926 -2.6603 -0.7 -0.4 -0.7
C -0.1218 0.6138 -3.0290 0.9 1.0 -1.0
O 0.6217 1.5153 -3.2988 -0.5 -0.8 0.3
O -1.5273 0.8273 -3.2738 0.3 -0.4 0.9
C -2.1362 1.6991 -2.4364 -1.2 0.9 0.5
C -3.6085 1.3776 -2.1957 0.1 -1.2 -1.1
O -1.6534 2.6816 -1.9315 0.5 -0.6 -0.2
O 2.2645 -1.7893 -1.4929 1.4 0.3 1.1
C 3.0051 -2.4468 -0.7026 0.2 -2.4 -0.5
N 3.5965 -3.3225 -0.1766 -0.2 1.8 -0.3
O 1.2590 0.3583 -0.7547 -0.5 0.3 0.6
C 2.2057 0.5244 0.2933 -0.6 0.0 -1.2
C 2.7050 1.9467 0.5522 0.1 0.4 -0.6
C 2.7086 2.8315 -0.7251 1.1 -0.2 1.0
N 3.8286 2.3859 -1.5673 -0.3 -0.2 -0.3
C 1.6238 -0.3149 1.4696 4.1 -0.2 0.2
C 2.9749 -0.8277 2.1603 -0.3 -0.1 0.5
C 2.8823 -2.2358 2.7606 0.6 -0.7 0.9
C 2.6342 -2.2627 4.2676 -0.5 0.4 0.2
N 1.5338 -3.0274 4.6970 0.0 0.6 -0.9
O 3.2957 -1.6498 5.0822 0.1 0.0 -0.2
C 0.9801 0.4144 2.6873 -1.0 0.3 -0.3
C -0.4563 0.9112 2.7814 -0.4 -0.5 0.5
C -1.2610 0.3105 3.7425 0.9 -0.8 0.3
C -2.5486 0.6809 3.9947 -0.8 -0.3 1.0
C -3.1269 1.7149 3.3004 -0.4 0.1 0.1
C -2.3638 2.3343 2.3482 -0.5 0.5 -0.1
C -1.0614 1.9595 2.1075 1.2 0.5 -1.5
C -0.3110 2.7639 1.0666 -0.7 0.6 0.2
O 1.0757 -1.4285 0.8362 -0.5 -0.3 -0.2
H -3.1389 -0.0465 1.1196 -0.4 -0.1 0.2
H -3.3716 -1.4199 2.2916 -0.1 0.5 -0.5
H -3.8568 -1.6065 0.5787 0.0 0.2 0.0
H -1.8368 -2.7026 0.7321 0.6 0.1 -0.2
H -1.1818 -1.5993 1.9325 0.5 0.2 -0.4
H -1.0666 0.2562 0.1003 -0.1 -0.2 0.3
H 0.3691 -3.5729 -0.1866 0.0 0.1 -0.2
H -1.0062 -3.1503 -1.1488 0.1 0.7 0.0
H 1.4220 -4.5265 -1.9155 0.1 0.3 -0.1
H 1.0967 -3.3034 -3.1270 0.0 0.3 0.3
H 0.1289 -5.6061 -3.4476 -0.3 0.1 -0.2
H -0.9811 -5.2541 -2.0879 -0.4 0.0 -0.4
H -0.1979 -3.6396 -5.6780 -0.1 -0.1 0.2
H 1.0895 -1.0689 -3.2708 0.2 0.4 0.2
H -0.5794 -1.4282 -3.0372 -0.1 0.2 0.4
H -3.8314 1.2978 -1.1330 0.1 0.4 0.0
H -3.8320 0.3992 -2.6361 0.1 0.1 0.2
H -4.2515 2.0862 -2.7245 0.2 0.3 0.4
H 3.0931 0.0822 -0.1860 0.0 -0.5 0.9
H 2.2375 2.4881 1.3722 -0.2 -0.2 -0.1
H 3.7657 1.8483 0.8251 -0.2 0.0 0.2
H 1.7541 2.7769 -1.2473 0.2 0.1 -0.1
H 2.9471 3.8515 -0.3730 -0.7 0.1 -0.1
H 3.9539 2.9928 -2.3674 -0.1 -0.1 0.0
H 4.6920 2.3965 -1.0359 0.0 0.0 0.1
H 3.8291 -0.8029 1.4823 -0.3 -0.1 -0.2
H 3.2382 -0.1465 2.9789 0.1 -0.1 -0.1
H 2.1794 -2.9235 2.2892 0.0 0.4 -0.4
H 3.8686 -2.7027 2.6398 -0.2 0.0 0.0
H 1.0422 -2.5591 5.4474 0.2 -0.3 0.3
H 0.9051 -3.1875 3.9178 -0.1 -0.2 0.2
H 1.6316 1.2684 2.9042 0.0 -0.1 -0.2
H 1.1263 -0.2369 3.5573 -0.2 0.0 -0.2
H -0.8374 -0.4991 4.3358 0.0 0.0 -0.1
H -3.0931 0.1435 4.7652 -0.1 0.1 -0.1
H -4.1400 2.0482 3.4953 0.0 -0.1 0.0
H -2.7715 3.1643 1.7866 0.0 -0.1 0.0
H 0.1058 2.1810 0.2450 0.2 0.0 0.3
H -1.0118 3.4706 0.6079 0.1 -0.1 0.0
H 0.4298 3.3887 1.5783 0.2 -0.2 -0.3
C -2.7430 7.9278 1.0294 -0.1 0.4 -0.5
C -3.7779 6.8888 0.6692 -0.2 0.0 -0.1
O -3.2078 5.6918 1.2101 0.0 0.2 0.2
C -2.3566 6.0501 2.2068 0.1 0.0 0.0
O -1.8450 5.2919 2.9636 0.1 0.0 0.1
O -2.1617 7.3884 2.2212 -0.1 -0.1 -0.1
H -3.1746 8.9088 1.2225 0.0 -0.1 0.2
H -1.9602 8.0196 0.2691 -0.4 0.0 0.3
H -4.7446 7.0687 1.1476 0.0 -0.1 0.0
H -3.9268 6.7957 -0.4041 0.1 -0.2 0.0
C 6.9204 -1.3123 -0.1262 0.0 -0.5 -0.1
C 7.8827 -1.2189 1.0348 0.1 -0.3 0.1
O 7.9855 0.1947 1.2436 -0.1 0.0 -0.1
C 6.8586 0.7621 0.7422 -0.3 -0.1 -0.1
O 6.5360 1.8945 0.9009 0.1 0.2 0.1
O 6.1328 -0.1346 0.0367 0.2 0.1 0.2
H 6.2963 -2.2035 -0.0921 -0.2 0.2 0.0
H 7.4248 -1.2688 -1.0941 0.0 0.1 0.0
H 7.4890 -1.6808 1.9423 -0.1 0.0 0.0
H 8.8566 -1.6494 0.8120 0.1 0.2 0.0
C -7.6446 -1.3667 3.4423 -0.2 0.2 0.0
C -7.5612 -2.5158 2.4649 -0.2 -0.1 -0.2
O -6.1559 -2.7185 2.3434 -0.1 0.1 0.2
C -5.5663 -2.2322 3.4647 0.1 0.0 0.0
O -4.4280 -2.3911 3.7460 -0.1 -0.3 0.5
O -6.4592 -1.5332 4.2189 0.0 -0.1 -0.2
H -8.5300 -1.4116 4.0732 0.1 0.0 0.2
H -7.6092 -0.3936 2.9480 0.0 0.0 0.0
H -8.0183 -3.4294 2.8527 0.0 0.0 0.0
H -8.0031 -2.2817 1.4990 0.2 0.0 -0.1
C 2.0250 7.3389 2.2435 0.1 -0.1 0.3
C 2.7215 6.7868 1.0226 0.3 -0.2 0.1
O 1.6734 6.7747 0.0527 -0.1 0.2 0.1
C 0.7537 7.6886 0.4257 0.0 -0.2 0.0
O -0.1628 8.0308 -0.2552 0.4 0.1 -0.2
O 1.0002 8.1574 1.6696 0.1 0.0 -0.2
H 2.6843 7.9293 2.8757 -0.1 0.2 -0.1
H 1.5559 6.5604 2.8480 -0.1 0.0 -0.1
H 3.5245 7.4363 0.6670 0.0 0.0 0.0
H 3.1185 5.7861 1.1769 -0.2 -0.1 -0.2
C 0.0509 -7.7667 -8.2843 0.0 -0.2 -0.3
C -0.5493 -8.2386 -6.9813 -0.3 -0.3 0.0
O 0.0643 -7.3701 -6.0292 0.2 0.1 -0.2
C 0.4391 -6.2480 -6.6774 -0.2 -0.1 0.1
O 0.8232 -5.2607 -6.1356 0.1 0.2 0.0
O 0.3201 -6.3895 -8.0173 0.0 0.0 0.2
H -0.6285 -7.8724 -9.1266 0.0 0.2 0.0
H 0.9906 -8.2708 -8.5204 0.0 0.0 0.0
H -1.6308 -8.0976 -6.9403 0.0 0.1 0.0
H -0.3193 -9.2788 -6.7624 0.1 0.1 0.2



Sequential maximum force output: 0.01802; 0.08065 hartree/bohr